Molecular formula: C7H20O2SbSc
Method: DFT, wB97M-V/def2-TZVPD

Geometry as XYZ:
```
31
Properties=species:S:1:pos:R:3:forces:R:3
Sc 0.8501 -0.3301 -0.2527 -0.96 -3.05 -0.13
C 3.6050 -1.2530 -1.0534 1.05 -1.76 -0.69
O 2.8773 -0.3329 -0.2527 -0.31 0.40 0.30
C 3.1046 1.0173 -0.6625 0.40 1.32 0.14
C 2.1974 1.9243 0.1578 1.35 0.43 -0.12
O 0.8473 1.6970 -0.2527 -0.04 0.69 -0.16
C -0.0731 2.4244 0.5480 -1.31 1.18 0.58
H 4.6793 -1.0573 -0.9824 -0.22 0.16 0.03
H 3.2793 -1.1942 -2.0965 0.07 0.10 0.05
H 3.4083 -2.2627 -0.6835 -0.02 0.30 0.02
H 2.8756 1.1175 -1.7297 0.18 0.05 -0.07
H 4.1540 1.2738 -0.4827 -0.16 0.01 -0.08
H 2.4539 2.9737 -0.0215 0.02 -0.16 0.08
H 2.2971 1.6948 1.2249 0.06 0.17 0.07
H 0.1226 3.4988 0.4774 0.11 -0.19 0.02
H -0.0148 2.0983 1.5909 0.09 0.08 0.00
H -1.0827 2.2279 0.1775 0.38 0.18 -0.02
C -4.1667 -0.1085 -0.4439 -0.43 0.75 -0.52
Sb -2.0230 -0.3301 -0.2527 -1.93 -1.85 0.52
C -2.0747 -0.4046 1.9089 0.35 0.38 0.33
C -2.0742 -2.4806 -0.4869 0.19 -0.48 -0.13
H -4.6779 -0.8527 0.2012 0.73 0.33 -0.29
H -4.4621 -0.2722 -1.5002 0.24 0.15 0.66
H -4.4612 0.9143 -0.1305 0.18 -0.65 -0.25
H -2.8750 -1.0968 2.2409 0.55 0.35 -0.34
H -2.2767 0.6112 2.3067 0.15 -0.63 -0.14
H -1.0958 -0.7627 2.2888 -0.56 0.12 0.10
H -2.8754 -2.9075 0.1495 0.40 0.41 -0.36
H -1.0957 -2.9070 -0.1851 -0.76 0.19 -0.26
H -2.2742 -2.7293 -1.5492 0.15 0.14 0.63
H 0.8501 -2.1906 -0.2527 0.06 0.88 0.06
```
Positions in Å, forces in eV/Å.

Values from the calculation:
- LUMO (eV) = -8.92
- molar mass (Da) = 303.0
- maximum force (eV/A) = 3.20
- charge = +2
- HOMO-LUMO gap (Eh) = 0.2791
- HOMO (eV) = -16.5